# 1
Formula: C4H5NO
Source: the Open Molecules 2025 dataset
Level of theory: wB97M-V/def2-TZVPD

Its LUMO energy is 0.0372 Ha. The total energy comes out at -7766.056 eV. The largest force on an atom is 0.34 eV/Å. Its structure (SMILES) is Oc1cc[nH]c1. The HOMO energy is -8.23 eV. Its orbital gap is 9.2 eV.

Geometry as XYZ:
```
11
C4H5NO (wB97M-V/def2-TZVPD)
C 0.0293 -1.0642 -0.4168
H 2.7259 0.1084 0.1435
H -2.0939 1.1005 0.7837
O 2.1785 0.0517 -0.6466
C 0.0834 1.0904 0.2709
C -1.1971 0.6164 0.4206
C 0.8562 0.0188 -0.2649
N -1.2214 -0.6827 -0.0027
H 0.4305 2.0889 0.5051
H 0.2400 -2.0518 -0.7986
H -2.0314 -1.2766 0.0057
```

# 2
Formula: C4H5NO
Source: the Open Molecules 2025 dataset
Level of theory: wB97M-V/def2-TZVPD

Its LUMO energy (alpha / beta) is -0.0479 / -0.0424 Ha. The total energy comes out at -7762.521 eV. The largest force on an atom is 1.44 eV/Å. The HOMO energy (alpha / beta) is -9.79 / -10.39 eV. Its orbital gap (alpha / beta) is 8.5 / 9.2 eV.

Geometry as XYZ:
```
11
C4H5NO (wB97M-V/def2-TZVPD)
C 0.3161 -0.1515 0.5920
H -1.4508 -0.6969 -0.4231
C 0.3495 1.4354 -1.1107
C -1.0452 -0.7090 0.5863
N -0.3075 2.3697 -1.2910
H 0.7739 0.0550 1.5702
O 0.8583 -0.9993 -1.1291
H -0.9474 -1.7569 0.8976
C 1.0462 0.2308 -0.6136
H -1.6972 -0.2200 1.3200
H 2.1041 0.4427 -0.3986
```

# 3
Formula: C4H5NO
Source: the Open Molecules 2025 dataset
Level of theory: wB97M-V/def2-TZVPD

Its LUMO energy is 0.0171 Ha. The total energy comes out at -7763.301 eV. The largest force on an atom is 1.79 eV/Å. Its structure (SMILES) is N#C[C@@H]1C[C@@H]1O. The HOMO energy is -9.77 eV. Its orbital gap is 10.2 eV.

Geometry as XYZ:
```
11
C4H5NO (wB97M-V/def2-TZVPD)
H 1.1495 1.6742 0.6035
H -0.6511 1.4537 0.4616
C 0.4411 0.0926 -0.7746
H -1.0901 -0.4827 -1.8106
C 0.3532 -0.7866 0.4348
C 0.3554 0.9865 0.3580
H 1.4696 -0.0247 -1.1348
O -0.4899 0.2647 -1.7805
C -0.7765 -0.8871 1.2873
N -1.6959 -0.5630 1.9017
H 0.9347 -1.7275 0.4536
```